Molecular formula: C61H119N5O17
Method: DFT, wB97M-V/def2-TZVPD

The calculation puts the LUMO energy at 0.30 eV. The structure (SMILES) is CC1(C)CCCC(C)(C)N1O.CC1(C)CCCC(C)(C)N1O.CC1(C)CCCC(C)(C)N1O.CC1(C)CCCC(C)(C)N1O.CC1(C)CCCC(C)(C)N1O.C[C@H]1COC(=O)O1.C[C@H]1COC(=O)O1.C[C@H]1COC(=O)O1.C[C@H]1COC(=O)O1. As for the gap between HOMO and LUMO: 0.298 Eh. The calculation puts the energy above the lowest of the compared OMol25 structures with the same formula, charge and spin at 703.6 kJ/mol. The electronic energy comes out at -3947.96134 hartree. The HOMO energy is -7.8212 eV.

The geometry in ORCA input format:
```
! wB97M-V def2-TZVPD RIJCOSX def2/J DEFGRID3
* xyz 0 1
O -4.8811 -13.2020 0.6398
O -5.4928 8.7880 3.0528
O -2.0060 -2.4814 -0.8014
O -2.9759 -7.2256 8.1512
O -0.6233 -4.2653 -11.1334
O -1.0553 -1.7701 0.9976
O 0.0606 -1.4375 -0.9391
O 8.9923 5.5017 3.8009
O -3.2743 -12.2116 -0.5082
O 3.5575 5.6804 -9.5044
O -4.7914 -7.6188 9.7489
O -4.6859 -13.3386 -1.4926
O -4.4883 -9.0602 8.0256
O -10.5941 -7.8882 -0.7098
O -0.4410 5.8788 10.8910
O -10.9359 -7.3637 1.3455
O -9.9705 -5.8816 -0.0997
N 4.1251 4.4987 -9.0114
N -0.3561 -5.5980 -10.8427
N -4.4185 7.8363 2.7196
N 9.4652 5.7922 2.5631
N -0.5151 4.6002 11.4735
C -5.6584 5.7810 3.1144
C -5.7336 6.9176 0.7846
C -0.8845 -1.8644 -0.2953
C -0.0853 4.5095 12.8572
C -0.8293 -5.9087 -9.4602
C -0.4784 -7.4504 -9.1343
C -0.2703 3.4382 10.5906
C 2.2357 3.3546 -7.7915
C -1.3363 3.3281 9.4877
C 1.0355 -5.9314 -11.2847
C -4.2891 -12.9447 -0.3034
C -2.4407 -5.8099 -9.4600
C 1.0443 -5.8321 -12.8179
C -3.1630 8.6181 2.3079
C -3.3390 9.6695 1.0742
C 11.2905 5.5113 0.6836
C 1.3652 4.8872 13.0575
C -2.5017 6.2916 1.0905
C -0.4146 -4.9694 -8.3267
C -0.4334 2.0439 11.3448
C -5.7729 -9.2545 8.5353
C 11.8403 6.5874 2.9322
C -5.9739 -10.6948 8.3626
C -11.2049 -8.7629 1.2780
C -2.8664 -11.9802 -1.8512
C -3.0045 -2.6800 0.2150
C 3.5543 2.8930 -10.9478
C -2.0676 7.5662 1.8920
C 1.2156 3.5991 10.1629
C -5.4463 -8.8326 9.9540
C -0.3792 3.0417 13.5413
C -3.7616 5.6095 1.6572
C 3.6270 4.0629 -7.6598
C 4.6327 2.9473 -7.1041
C -10.4891 -6.9281 0.1447
C -2.7306 9.4225 3.5842
C 10.9134 5.4827 2.2958
C 7.6061 4.1476 1.6847
C 3.5150 5.3215 -6.6382
C 0.2233 1.9848 12.7198
C -4.9753 -12.1263 -3.4469
C 2.2343 -5.0470 -10.7739
C -2.3359 -2.2247 1.4631
C -3.9565 -7.8676 8.5532
C -3.9513 -12.8118 -2.5006
C 9.0105 5.4629 0.0813
C 10.3377 4.8131 -0.2002
C -11.4164 -8.9594 -0.1996
C -4.9177 6.5613 2.0132
C 5.5806 4.3475 -11.0093
C 7.4051 6.6122 1.6947
C 4.6737 3.6366 -10.0828
C 4.8233 1.8507 -8.1465
C 5.4994 2.5343 -9.4209
C -12.4948 -8.9077 2.1120
C -0.9246 5.4470 13.8429
C 0.9891 -7.7764 -9.4743
C 8.4371 5.4691 1.4869
C 11.3737 4.0930 2.7897
C -3.3615 -4.2370 0.2689
C 1.3610 -7.4728 -10.9200
H -10.2662 -9.1971 1.6219
H -0.8401 -3.9835 -8.5141
H 5.7653 3.7666 -11.9130
H 1.6679 5.0225 14.0959
H 0.3539 -6.4872 -13.3493
H 6.3781 3.0573 -9.0434
H 2.2222 2.3321 -8.1689
H 0.7570 -4.8156 -13.0868
H 1.7732 2.7926 10.6390
H 2.0746 4.1735 12.6385
H -0.9352 4.9078 14.7902
H -1.4669 2.9720 13.5276
H 1.4112 5.9338 12.7566
H -6.8011 -11.1899 8.8714
H -3.7009 4.7605 2.3382
H -3.6824 9.2367 0.1346
H 2.1604 -4.9276 -9.6929
H -1.4939 -4.2151 -11.5348
H 11.0848 3.8858 3.8201
H -4.0443 -4.5812 1.0458
H 0.4873 6.0089 10.6837
H 12.0195 6.3336 3.9770
H 3.8811 2.2628 -11.7749
H -2.2032 -3.1524 2.0198
H -5.4365 -11.2897 -2.9220
H -2.9136 -1.4212 1.9201
H -6.0156 6.0205 0.2333
H -2.7275 -4.7680 -9.3178
H 3.0362 2.1573 -10.3326
H -3.9202 -4.4654 -0.6388
H -5.1393 -11.3710 8.5478
H -2.9750 -10.9084 -2.0169
H 10.2124 3.7520 0.0154
H -1.6420 9.4462 3.6330
H -6.6253 7.5110 0.9870
H 1.6906 -7.1383 -8.9370
H 4.4454 2.6301 -6.0783
H -12.3266 -8.6812 3.1649
H 6.7216 6.4692 2.5316
H -4.4055 -11.7670 -4.3037
H -5.8108 4.7550 2.7796
H -0.6324 -7.7058 -8.0859
H 1.0525 3.5086 9.0889
H 3.2644 -5.3518 -10.9585
H -2.2942 3.0814 9.9457
H -4.1246 10.3809 1.3286
H 5.7158 1.7577 -10.1545
H 12.8267 6.3753 2.5197
H -1.9608 -12.5835 -1.9153
H -11.1336 -9.8695 -0.7286
H 3.3246 4.8905 -5.6553
H -6.6381 6.2252 3.2904
H 0.8104 -8.2564 -11.4404
H -6.5519 -8.6012 8.1422
H -2.9007 -6.2627 -8.5816
H -13.1009 -9.7975 1.9417
H -1.9434 5.6812 13.5341
H -5.7571 9.0118 2.1575
H -2.4906 -4.8866 0.3556
H 8.0312 7.4484 2.0059
H 1.5288 3.9938 -8.3206
H 3.1102 6.2985 -6.9023
H -2.7916 6.7183 0.1303
H -4.9323 -9.6009 10.5317
H -1.4811 1.8125 11.5367
H -6.4265 -8.6340 10.3873
H -1.7822 5.4909 0.9194
H -1.2065 2.5162 8.7721
H -4.0593 5.0178 0.7915
H 11.0491 3.3426 2.0689
H 6.8390 3.8178 0.9841
H 1.2937 2.1653 12.6211
H -5.1272 5.8906 4.0599
H 0.0301 2.9281 14.5451
H -0.4439 6.4172 13.9683
H 11.4183 6.5597 0.4142
H -0.7335 -5.2929 -7.3359
H 1.9344 3.1433 -6.7656
H 12.2618 5.0578 0.4858
H -1.4093 4.2456 8.9037
H 11.4802 7.5797 2.6608
H -3.4879 -13.7422 -2.8289
H 2.7994 3.5796 -11.3309
H -1.0909 -8.0785 -9.7812
H 5.6290 1.1905 -7.8254
H 5.5530 3.5188 -7.2246
H 2.3796 -7.8107 -11.1105
H 7.0103 4.1336 2.5973
H -2.3604 10.1481 1.0363
H 1.2475 -8.8267 -9.3390
H -5.1799 7.5952 0.1347
H 0.2652 1.0683 13.3082
H 2.2061 -3.9908 -11.0419
H 9.1672 6.4580 -0.3351
H 10.6489 4.9028 -1.2410
H 6.9519 6.8588 0.7345
H -13.1347 -8.0647 1.8513
H 8.3027 5.0509 -0.6379
H 0.6719 -4.9020 -8.2731
H 6.5540 4.4522 -10.5301
H 1.6780 4.5249 10.5052
H 5.2803 5.3383 -11.3501
H -3.2624 10.3739 3.5733
H 12.4619 4.1498 2.7623
H -5.8448 -12.7116 -3.7462
H 2.0981 -6.0335 -13.0104
H -3.8726 -2.0212 0.1938
H 8.8712 6.3001 4.3199
H -1.2138 7.9114 1.3088
H -12.4289 -8.6813 -0.4921
H -2.9214 -6.0452 -10.4096
H 3.8890 1.3015 -8.2628
H 4.1164 6.3548 -9.1114
H -6.3149 -10.7265 7.3278
H -3.1853 8.8594 4.3992
H -0.1633 1.2151 10.6904
H 4.5402 5.6721 -6.5192
H 8.3754 3.3757 1.6608
H -1.6875 7.1554 2.8273
*
```